(1)
Here is a 2-piece molecular cluster, C28H34ClF3O7PS2 overall in a non-equilibrium geometry from OMol25. Energies are from wB97M-V/def2-TZVPD.

Each line ends with the Löwdin charge.
Geometry (Å):
C1 1.7015 8.8797 3.1575  -0.16
C2 0.1707 8.2518 2.9962  -0.27
C3 0.2424 7.2232 1.7083  -0.24
C4 -1.0096 6.1624 1.7311  -0.22
C5 -0.3788 4.6582 1.5511  -0.22
C6 -1.3806 3.8293 0.5522  -0.22
C7 -1.7714 2.3401 1.2061  -0.22
C8 -3.3303 2.0643 0.7827  -0.23
C9 -3.8928 0.5637 1.1214  -0.22
C10 -2.7542 -0.5250 1.5753  -0.20
C11 -3.3833 -2.0192 1.2885  -0.20
C12 -2.2757 -3.2199 1.1616  -0.06
C13 -2.0625 -4.2768 2.4391  0.04
C14 -1.0167 -5.5388 2.3950  -0.21
S1 -0.7392 -6.7789 3.8006  0.86
O1 0.1476 -7.9501 3.2294  -0.37
O2 -2.1154 -7.3614 4.2501  -0.36
C15 0.1807 -5.8489 5.1487  -0.28
F1 -0.8721 -5.2362 6.0284  -0.01
F2 0.9987 -6.7503 5.9927  0.03
F3 0.9886 -4.7606 4.4946  0.01
C16 -0.1302 -5.8019 1.0211  0.07
C17 -0.3264 -4.7348 -0.2122  0.01
C18 -1.3762 -3.4542 -0.1886  0.03
C19 -1.4453 -2.4888 -1.5459  -0.19
O3 -2.5488 -1.8554 -1.9560  -0.05
C20 -0.0126 -2.4113 -2.4058  -0.02
C21 0.4602 -1.0983 -3.2868  0.06
C22 1.9193 -1.0274 -4.1011  -0.06
C23 2.3718 0.3211 -4.9809  -0.19
O4 1.3015 0.6723 -5.9283  -0.25
C24 0.5352 1.8519 -5.4961  -0.14
C25 2.9621 -2.3248 -4.0435  -0.44
S2 4.6499 -2.3846 -4.8577  0.65
C26 2.4970 -3.6944 -3.2039  -0.29
P1 3.7354 -5.1960 -3.1778  0.62
O5 3.8040 -5.6557 -1.4738  -0.41
Cl1 3.0288 -6.7971 -4.3927  0.09
C27 1.0538 -3.6996 -2.4239  -0.03
C28 0.5964 -5.0303 -1.5752  -0.21
O6 0.8649 -6.3026 -1.9013  -0.06
H1 2.0279 9.2443 2.0770  0.08
H2 1.7221 9.7764 3.9152  0.07
H3 2.4171 8.0091 3.4988  0.08
H4 -0.5944 9.1298 2.7831  0.11
H5 -0.1798 7.7128 3.9916  0.11
H6 0.1860 7.8619 0.7233  0.12
H7 1.2630 6.6229 1.7643  0.11
H8 -1.6433 6.1692 2.7200  0.11
H9 -1.7095 6.4515 0.8119  0.11
H10 -0.3304 4.0930 2.5882  0.11
H11 0.6932 4.6361 1.0473  0.11
H12 -0.9619 3.7013 -0.5460  0.12
H13 -2.4223 4.3974 0.4207  0.10
H14 -0.9917 1.5908 0.7471  0.11
H15 -1.6953 2.3695 2.3863  0.12
H16 -3.4406 2.2583 -0.3697  0.11
H17 -4.0427 2.8608 1.3145  0.12
H18 -4.8083 0.6547 1.8643  0.12
H19 -4.3613 0.1476 0.1049  0.11
H20 -1.7313 -0.4429 1.0132  0.11
H21 -2.6525 -0.4320 2.7606  0.13
H22 -4.0699 -2.2933 2.2212  0.12
H23 -4.1174 -2.0060 0.3557  0.12
H24 -2.7100 -4.0912 3.4207  0.11
H25 0.6071 -6.7191 0.9475  0.12
H26 -0.2291 -0.1413 -3.3560  0.10
H27 3.3439 0.0883 -5.6331  0.12
H28 2.6892 1.2024 -4.2595  0.13
H29 0.7290 2.7406 -6.2601  0.10
H30 0.7732 2.2309 -4.4145  0.09
H31 -0.6105 1.5172 -5.4780  0.10
H32 5.5425 -1.4557 -4.2334  -0.09
H33 4.2696 -6.5392 -1.3838  0.06
O7 7.4314 -1.7518 -3.8772  -0.60
H34 8.2185 -2.1889 -4.1464  -0.20

Forces on the atoms, in the same order (eV/Å):
-0.8 -0.3 -0.3
0.8 0.4 -0.4
-0.7 0.3 1.2
1.1 -0.1 -0.7
-0.9 -0.5 -1.0
-1.0 -0.7 0.6
-0.3 1.1 -0.8
0.0 0.0 0.0
-0.3 -0.1 -1.4
-1.2 -0.6 0.6
-0.4 -0.8 0.7
2.2 -2.7 -0.4
1.7 -0.5 -2.3
-0.1 3.2 -4.0
-2.8 -6.8 -3.6
-2.3 5.2 2.4
4.9 3.2 -0.7
1.0 2.0 2.9
3.8 -1.8 -2.9
-2.7 3.5 -3.1
-2.6 -3.9 2.8
-2.6 3.3 0.4
-1.1 -0.1 1.9
0.5 -2.2 2.7
-2.6 1.8 -2.0
6.6 -3.7 2.8
3.1 0.1 -1.6
2.2 -2.4 0.0
-0.7 -2.9 1.9
0.7 -1.0 0.1
0.7 1.4 2.4
-1.1 0.2 -0.2
-3.0 0.0 2.0
-1.5 0.4 1.0
-4.0 2.9 0.5
1.5 1.0 1.3
-0.6 -0.8 -2.1
-0.6 0.5 0.8
0.4 1.8 -0.9
0.4 -4.1 -0.9
-1.5 8.0 2.0
-0.5 -0.7 2.4
0.1 -1.8 -1.5
-1.3 1.9 -0.6
1.5 -1.8 0.4
0.8 1.0 -2.1
0.3 -1.3 1.9
-2.1 1.4 -0.2
1.3 0.3 -1.9
1.4 -0.9 2.1
0.0 1.3 -2.1
-2.2 0.4 1.3
-0.7 0.2 2.3
2.3 -1.0 0.4
-1.8 1.2 1.1
0.0 -0.1 -2.5
0.3 -0.4 2.2
1.8 -1.6 -1.1
2.1 -0.5 -1.2
1.0 0.9 2.2
-2.1 0.1 1.2
0.3 -0.2 -2.7
1.5 0.5 -2.0
2.0 -0.1 1.8
1.6 -0.5 -2.4
-1.7 2.2 0.1
1.5 -2.3 0.2
-2.2 0.0 1.6
-1.0 -1.7 -1.4
-0.6 -1.9 1.6
-0.1 -0.9 -2.0
2.4 1.0 -0.3
-0.1 -0.9 -0.1
-0.7 1.5 -0.4
-1.8 1.0 0.4
0.9 -0.6 -0.5

Computed properties:
**Energy**: -3510.55085 Ha
**Charge**: -1


(2)
Here is C28H34F42N9O29S14 as an isolated structure in a non-equilibrium geometry from OMol25. Energies are from wB97M-V/def2-TZVPD.

Each line ends with the Löwdin charge.
Geometry (Å):
C1 12.6214 -14.0452 12.3108  -0.08
C2 13.2614 -12.6404 12.3380  -0.22
C3 12.5154 -11.6329 11.4442  -0.13
N1 12.9597 -10.1701 11.5093  -0.22
C4 12.8665 -9.7467 13.0022  -0.07
C5 12.8151 -8.2356 13.2044  -0.21
C6 11.7610 -7.5521 12.3717  -0.20
C7 11.9723 -7.8567 10.9183  -0.15
C8 11.9747 -9.3620 10.6037  -0.06
C9 14.3846 -10.0642 11.0208  0.02
H1 12.5878 -14.4858 11.3144  0.07
H2 11.5949 -13.8961 12.6510  0.06
H3 13.1783 -14.6566 13.0173  0.08
H4 14.2910 -12.7795 11.9970  0.10
H5 13.3034 -12.3019 13.3722  0.10
H6 11.4472 -11.6504 11.6615  0.11
H7 12.6277 -11.9346 10.3999  0.13
H8 11.9132 -10.1199 13.3820  0.13
H9 13.6842 -10.2054 13.5532  0.11
H10 12.6258 -8.2539 14.2799  0.04
H11 13.7380 -7.6800 13.0279  0.11
H12 10.7640 -7.6564 12.8069  0.12
H13 11.8733 -6.4726 12.5104  0.08
H14 11.1952 -7.3032 10.3895  0.12
H15 12.9428 -7.5276 10.5348  0.11
H16 10.9926 -9.7227 10.9097  0.14
H17 12.3236 -9.6212 9.6074  0.12
H18 14.9372 -10.7546 11.6529  0.10
H19 14.7553 -9.0631 11.2368  0.10
H20 14.4687 -10.2598 9.9547  0.10
C10 9.7540 -6.2865 15.7102  0.03
N2 9.8270 -4.8110 15.3192  -0.27
C11 8.4464 -4.3248 14.8073  0.03
C12 10.0534 -4.0736 16.6425  0.01
C13 10.8445 -4.4584 14.2328  -0.06
C14 12.2047 -5.1079 14.3002  -0.29
O1 12.9200 -4.8614 15.4690  -0.06
H21 9.3923 -6.7446 14.7899  0.08
H22 9.1299 -6.4117 16.5900  0.10
H23 10.7692 -6.6239 15.9118  0.09
H24 8.4323 -3.2567 14.5903  0.07
H25 7.6110 -4.3978 15.5082  0.12
H26 8.1329 -4.9668 13.9843  0.09
H27 9.2613 -4.4409 17.2928  0.10
H28 9.7569 -3.0477 16.4346  0.06
H29 11.0310 -4.2253 17.0860  0.10
H30 10.9429 -3.3746 14.2989  0.14
H31 10.3312 -4.7009 13.3019  0.13
H32 12.8062 -4.8412 13.4158  0.12
H33 12.2440 -6.1820 14.0576  0.06
H34 13.6098 -5.5660 15.4312  0.02
C15 10.6070 -12.1441 16.1760  -0.65
F1 10.3264 -10.9034 16.4912  0.15
F2 11.8522 -12.2624 15.6868  0.10
F3 10.4959 -12.9790 17.1934  0.15
S1 9.3938 -12.5888 14.6909  0.66
O2 10.0637 -11.9791 13.5735  -0.36
O3 9.3646 -14.0389 14.6479  -0.33
N3 7.9622 -11.8813 15.2310  -0.28
S2 7.2997 -11.1586 14.0343  0.55
O4 7.5628 -11.7971 12.7494  -0.34
O5 5.9357 -10.8296 14.3993  -0.29
C16 8.1195 -9.4102 13.9288  -0.65
F4 7.6413 -8.7065 12.9093  0.14
F5 7.9590 -8.7455 15.0506  0.16
F6 9.4522 -9.5508 13.7412  0.07
C17 10.9850 -8.7509 19.8476  -0.68
F7 10.2754 -9.1629 20.8748  0.15
F8 12.2677 -8.9511 20.0673  0.14
F9 10.6406 -9.4058 18.7164  0.10
S3 10.6239 -6.9027 19.5628  0.66
O6 11.4901 -6.4116 18.5084  -0.32
O7 9.2355 -6.8549 19.1281  -0.31
N4 11.0410 -6.2469 21.0965  -0.29
S4 9.6521 -5.8666 21.7004  0.52
O8 9.0479 -4.7352 21.0750  -0.28
O9 8.7854 -6.9958 21.9200  -0.32
C18 10.1577 -5.1747 23.4310  -0.64
F10 9.2881 -4.2941 23.9354  0.14
F11 10.2524 -6.2528 24.2235  0.09
F12 11.2969 -4.4979 23.3344  0.13
C19 9.4169 -1.7689 19.3178  -0.64
F13 8.6099 -2.7384 18.8803  0.12
F14 10.5752 -2.2011 19.7612  0.16
F15 9.6287 -0.9337 18.3024  0.10
S5 8.4377 -0.8173 20.7268  0.62
O10 7.2450 -1.5990 20.8912  -0.31
O11 9.2911 -0.8425 21.9028  -0.34
N5 8.2405 0.7492 20.1091  -0.27
S6 7.1918 1.3175 21.1941  0.55
O12 5.7910 0.9972 20.9884  -0.33
O13 7.5943 1.2396 22.5876  -0.33
C20 7.2663 3.1637 20.6932  -0.67
F16 7.0173 3.3648 19.4145  0.15
F17 6.3285 3.7566 21.4756  0.07
F18 8.4542 3.6001 21.0809  0.12
C21 8.0984 0.6207 13.6890  -0.66
F19 8.0538 -0.1191 12.5756  0.11
F20 9.3298 1.0973 13.8265  0.12
F21 7.2598 1.6521 13.6017  0.12
S7 7.6898 -0.4207 15.2503  0.66
O14 6.5730 -1.2714 14.8994  -0.31
O15 8.8961 -1.2114 15.5149  -0.34
N6 7.5207 0.7784 16.4457  -0.25
S8 5.8992 0.9064 16.5787  0.59
O16 5.5021 2.0031 17.4376  -0.33
O17 5.1796 0.9683 15.3185  -0.35
C22 5.3721 -0.7047 17.5365  -0.65
F22 4.4446 -0.4127 18.4494  0.13
F23 4.8915 -1.5558 16.6391  0.09
F24 6.4258 -1.1484 18.1941  0.14
C23 16.0603 -4.1207 14.8730  -0.67
F25 15.6552 -3.5723 15.9967  0.17
F26 15.1234 -4.0742 13.9273  0.14
F27 17.1346 -3.4770 14.4364  0.15
S9 16.5151 -5.9314 15.2847  0.66
O18 17.0983 -6.4364 14.0659  -0.34
O19 17.4103 -5.9458 16.4064  -0.28
N7 14.9802 -6.6428 15.5538  -0.27
S10 15.2493 -8.2151 15.2277  0.65
O20 14.8753 -8.4714 13.8518  -0.38
O21 16.4936 -8.7457 15.7057  -0.29
C24 13.8746 -9.1559 16.0909  -0.61
F28 13.6129 -8.7063 17.3122  0.17
F29 12.7623 -8.9536 15.3897  0.10
F30 14.1775 -10.4619 16.1715  0.14
C25 2.3021 -3.4980 17.2453  -0.66
F31 2.0579 -2.8841 16.0779  0.11
F32 2.6729 -2.5732 18.0994  0.15
F33 1.1829 -4.1205 17.6202  0.12
S11 3.7755 -4.7053 17.0528  0.66
O22 4.9981 -4.0480 17.4648  -0.27
O23 3.3516 -5.8611 17.8054  -0.32
N8 3.7165 -4.9488 15.3874  -0.31
S12 3.8801 -6.4574 15.0986  0.53
O24 5.0224 -7.0859 15.7510  -0.32
O25 2.6219 -7.1698 15.2205  -0.33
C26 4.3640 -6.5510 13.2568  -0.66
F34 5.6061 -6.1176 13.0371  0.12
F35 4.3207 -7.8397 12.9188  0.11
F36 3.4538 -5.9109 12.5062  0.10
C27 12.6793 -0.9142 16.4986  -0.65
F37 13.3741 -1.4240 17.5201  0.12
F38 13.4562 -1.0857 15.4282  0.11
F39 11.5422 -1.5804 16.4089  0.13
S13 12.4933 0.9844 16.7358  0.66
O26 13.8681 1.4022 16.5514  -0.33
O27 11.4844 1.4648 15.8146  -0.31
N9 11.8571 1.1896 18.2885  -0.28
S14 13.0093 1.5593 19.2348  0.52
O28 14.1347 0.6659 19.1638  -0.33
O29 13.3228 2.9734 19.2184  -0.34
C28 12.1267 1.1720 20.9174  -0.62
F40 10.9477 1.7694 21.0807  0.12
F41 12.0057 -0.1676 21.0135  0.11
F42 12.8457 1.6175 21.9595  0.09

Forces on the atoms, in the same order (eV/Å):
-0.5 1.3 0.2
0.3 -0.1 -0.4
0.1 -0.2 -0.3
-0.2 -0.4 0.3
-0.6 0.8 -1.1
-1.6 1.0 -2.1
-0.1 0.5 0.7
0.2 -0.6 -0.7
0.1 0.1 1.7
-0.6 0.5 1.1
0.2 0.0 0.0
0.0 -0.5 0.1
-0.2 -0.3 -0.1
0.1 0.3 0.0
-0.1 0.0 0.0
0.1 0.1 0.3
0.0 0.0 -0.1
-0.1 -0.4 -0.4
-0.1 0.0 -0.5
-0.4 2.4 -3.4
-1.2 -0.2 -0.7
-0.4 -0.8 -0.7
0.3 -0.3 -0.6
0.0 -0.5 -0.6
0.0 0.7 0.4
0.0 -0.5 -0.6
-0.6 0.0 -0.2
0.3 0.0 -0.4
-0.1 0.0 0.0
-0.2 -0.3 0.0
0.6 0.9 -1.7
-0.9 0.2 1.4
-0.1 -0.5 0.2
-1.2 0.5 -0.5
-0.6 -0.1 0.7
0.7 -1.0 -0.5
-0.1 -0.3 0.0
-0.2 -0.5 0.4
-0.2 0.0 -0.2
0.0 0.1 0.2
0.7 -0.1 -0.3
0.6 -0.5 0.7
0.4 0.2 -0.3
0.3 -0.2 0.2
0.6 0.2 0.2
0.1 -0.1 -0.4
0.0 0.0 0.0
0.2 -0.1 -0.2
-0.3 1.1 -0.2
-0.9 0.2 1.2
-0.3 0.6 0.7
-1.8 -0.7 -2.2
0.6 0.2 0.6
0.1 0.3 0.2
-0.1 0.2 0.4
0.2 -0.7 2.0
0.5 0.2 -0.1
-0.4 0.6 0.4
3.4 -1.7 -0.1
-2.6 1.9 -1.7
-0.4 0.7 0.6
1.2 -0.3 -0.5
-0.1 -1.4 0.2
-0.1 0.0 -0.1
-0.3 0.0 0.1
0.0 0.4 -0.2
-0.7 1.9 -1.0
0.0 -0.7 0.0
0.7 -0.4 0.2
0.1 -0.1 0.6
-0.1 1.4 -0.3
0.8 -0.8 1.1
0.9 -0.6 1.0
0.3 -1.8 -3.2
-2.3 1.6 1.2
0.0 0.5 0.0
0.2 -0.2 0.9
-0.4 0.0 -1.9
-0.3 -0.9 -0.1
0.4 0.4 0.8
0.6 -0.6 0.4
-1.6 2.1 0.3
0.7 -0.2 0.3
0.0 -0.7 0.0
0.2 -0.1 -0.1
1.6 -0.7 0.5
-0.4 0.3 -0.6
0.3 0.2 -1.1
-0.8 -2.1 1.8
-1.3 1.1 -0.5
0.5 0.2 -0.3
0.2 0.7 -0.5
-0.3 -2.9 1.3
0.2 0.6 0.4
0.1 0.6 -0.6
0.4 1.1 -0.5
0.0 -0.2 1.8
-0.2 0.0 -0.2
0.1 0.1 -0.3
0.1 -0.2 -0.6
1.7 -0.4 1.2
0.5 0.8 -0.4
-0.6 1.4 -0.6
-1.3 -2.3 -2.4
-1.5 1.5 0.7
1.0 -0.6 0.3
0.2 -0.6 0.1
0.3 1.6 -0.3
-0.2 0.0 -0.5
-0.2 -0.1 0.9
-0.1 -0.6 -0.5
-0.4 -1.0 0.9
-0.3 0.3 -0.1
0.3 0.0 0.2
0.3 -0.2 -0.1
-0.2 -0.5 -0.3
-0.3 0.3 -0.5
-0.8 0.6 0.2
2.5 -0.7 -0.1
0.2 0.8 -0.6
4.0 -1.4 2.0
-0.3 -0.3 0.4
0.6 1.0 2.0
0.5 -0.2 -0.1
-0.4 -2.9 4.2
-0.2 0.5 -0.5
1.5 -0.2 -1.4
-0.3 -0.1 0.1
-0.5 0.1 0.8
0.2 0.2 0.3
0.8 -0.3 -0.7
-1.6 -0.4 -0.6
-0.2 0.5 -0.1
0.2 1.3 1.8
0.5 -2.2 0.9
-0.5 0.4 -0.9
0.3 -0.1 -0.9
-0.8 -0.1 1.7
-0.4 0.3 -0.3
0.1 -0.2 -0.2
0.5 0.3 -0.4
0.4 0.9 1.4
-0.3 0.1 0.1
-0.4 -0.3 -0.9
0.2 0.3 -0.6
-1.7 0.3 1.0
-0.7 0.0 -0.1
0.9 -0.8 0.3
0.2 -1.0 -3.6
0.9 0.7 1.9
0.4 -0.1 0.9
-0.1 0.0 0.6
-0.3 -0.2 -0.6
0.1 -0.4 -0.7
0.1 1.1 0.0
0.9 -0.2 0.1

Computed properties:
**Energy**: -13530.56836 Ha
**Charge**: -5